No. 1
An isolated molecule of CH5ISi in a non-equilibrium geometry, computed with ωB97M-V/def2-TZVPD.

```
8
Properties=species:S:1:pos:R:3:forces:R:3:nbo_charge:R:1
Si -0.77372 -0.65250 -0.05875 -0.39 0.97 0.55 0.891
C 0.56774 0.67571 0.01218 -0.16 0.05 2.54 -1.002
I 2.64275 0.13195 -0.09451 -0.59 0.05 -0.08 0.099
H -1.28242 -1.38771 1.19471 0.49 0.81 -0.61 -0.143
H -0.06641 -1.59672 -0.82573 0.00 -1.34 -1.18 -0.172
H -1.87094 0.19818 -0.65705 0.11 -0.79 0.08 -0.153
H 0.35546 1.52242 -0.59582 0.07 0.35 -1.01 0.242
H 0.42754 1.10867 1.02498 0.46 -0.10 -0.29 0.239
```
Forces are in eV/Å.

As for the charge: 0. The relative energy (zero: lowest compared OMol25 entry of this formula, charge and spin) comes out at 1.2881 eV. The SMILES is [SiH3]CI. The calculation puts the gap between HOMO and LUMO at 9.7078 eV. The largest force on an atom is 2.54 eV/A.

No. 2
A structure of composition CH4N2O2 in a non-equilibrium geometry, computed with ωB97M-V/def2-TZVPD.

```
9
Properties=species:S:1:pos:R:3:forces:R:3:mulliken_spin:R:1
C -0.38947 0.59397 0.73944 -1.36 2.59 -2.09 -0.054
N -1.23848 -0.35819 0.11208 0.84 -2.56 0.19 0.942
N 0.74533 -0.47335 -1.60873 1.37 2.30 -1.30 0.296
O 0.95057 0.38305 0.73526 0.49 -0.40 1.35 0.522
O 1.36535 0.40369 -0.99190 -1.57 -2.41 -1.48 0.134
H -0.73292 1.67039 0.41191 0.95 -1.65 -0.02 0.038
H -0.82137 0.58553 1.69076 0.00 0.05 2.67 0.106
H -0.77465 -1.31180 0.38498 -1.00 1.75 -0.67 -0.022
H 0.89565 -1.49328 -1.47379 0.27 0.33 1.35 0.036
```
Forces are in eV/Å.

As for the charge: 0. The expectation value of S² is 2.19. The relative energy (zero: lowest compared OMol25 entry of this formula, charge and spin) comes out at 4.4268 eV. The spin multiplicity is 3. The calculation puts the gap between HOMO and LUMO (spin up / spin down) at 8.7231 / 7.6857 eV. The largest force on an atom is 3.60 eV/A.

No. 3
A structure of composition C28H70B3I2O34P7S2 in a non-equilibrium geometry, computed with ωB97M-V/def2-TZVPD.

```
146
Properties=species:S:1:pos:R:3:forces:R:3:mulliken_charge:R:1
C 0.00685 -2.11834 -3.13081 -0.12 -0.30 -0.22 -1.416
C 0.73453 -1.64062 -4.35385 0.28 -0.10 -0.19 0.070
I 1.76039 -3.20343 -5.32302 -0.07 0.20 0.13 0.138
C 0.77099 -0.37632 -4.76788 -0.13 -0.29 -0.03 -0.067
I 1.84299 0.30234 -6.42870 -0.17 0.04 0.17 0.147
B 0.00897 0.72435 -3.98954 -0.11 0.17 -0.13 0.270
O 0.28302 0.99681 -2.65489 0.55 0.18 -0.16 0.063
B 0.07817 2.31810 -2.32263 -0.30 0.14 0.40 0.159
S 1.44356 3.41174 -1.75662 -0.32 0.50 0.10 -0.313
C 1.70243 2.85751 -0.04003 0.41 -0.50 -0.14 -0.758
C 2.50764 1.57868 -0.04585 -0.36 -0.20 -0.04 0.429
O 2.04300 0.51168 0.28071 0.34 0.12 -0.20 -0.400
O 3.74450 1.76034 -0.49456 0.08 -0.03 0.13 -0.299
C 4.60971 0.61202 -0.54566 0.55 -0.09 -0.21 -1.110
C 4.53568 -0.23138 -1.84242 -0.26 0.15 0.43 0.914
C 3.39479 0.14187 -2.76707 -0.26 -0.10 0.42 -0.572
O 5.83523 -0.21115 -2.47548 -0.11 -0.17 -0.22 -0.434
C 5.94766 0.54216 -3.60537 0.27 -0.01 -0.41 0.413
O 6.11651 0.04030 -4.67927 0.07 0.07 0.31 -0.570
C 5.93255 2.04049 -3.39298 -0.66 0.24 -0.08 0.027
S 5.15090 2.78310 -4.86435 -0.01 -0.11 -0.46 -0.239
O -1.18897 2.83129 -2.59091 0.39 -0.49 -0.43 -0.383
B -1.77877 2.14226 -3.63925 -0.19 0.18 -0.09 0.436
P -3.70771 2.07522 -3.74419 -0.05 1.10 -0.60 0.933
O -4.16576 3.17677 -4.59964 0.02 -0.16 -0.01 -0.731
O -4.22128 0.66460 -4.27804 0.23 -0.12 0.48 -0.459
O -4.24810 2.16465 -2.23155 0.35 -0.39 0.03 -0.372
O -0.98902 1.50356 -4.56788 -0.15 -0.40 0.38 -0.326
H 0.72816 -2.41712 -2.36922 0.01 0.10 0.12 0.295
H -0.69260 -1.38370 -2.73430 0.12 0.13 0.11 0.179
H -0.56484 -3.01190 -3.38486 -0.04 -0.01 0.02 0.683
H 0.77223 2.67084 0.48368 -0.07 0.11 0.01 0.334
H 2.26335 3.65135 0.44598 -0.03 0.07 -0.01 0.451
H 4.48324 -0.01836 0.33071 -0.34 0.09 0.09 0.246
H 5.61123 1.03217 -0.49674 0.01 0.05 0.03 0.654
H 4.38401 -1.26764 -1.54121 0.28 -0.11 -0.17 -0.365
H 2.46700 -0.13998 -2.26629 0.02 -0.02 -0.03 0.049
H 3.32573 1.21316 -2.94895 0.10 0.03 -0.25 0.147
H 3.43870 -0.41594 -3.69999 0.16 0.04 -0.04 0.638
H 6.94582 2.41831 -3.27115 0.09 -0.09 0.17 0.316
H 5.32289 2.27408 -2.52424 0.20 0.12 0.13 -0.015
H 4.74644 3.95735 -4.36195 0.17 -0.06 0.33 0.134
H -3.86139 -0.08764 -3.78556 -0.17 -0.05 -0.10 0.273
H -3.67925 2.73930 -1.69935 -0.16 0.04 0.02 0.300
C 10.46948 3.73607 -5.44291 -0.08 0.00 -0.07 -0.533
O 10.93192 4.60343 -4.39415 0.11 -0.09 0.02 -0.324
P 10.84662 4.08581 -2.90364 -0.09 -0.04 -0.06 0.924
O 9.49579 3.80807 -2.40514 -0.04 -0.05 -0.02 -0.513
O 11.65398 5.18585 -2.10770 0.00 0.06 -0.14 -0.325
C 11.17100 6.53737 -2.14142 -0.04 0.07 0.08 -0.652
O 11.82917 2.84734 -2.89949 0.04 0.06 0.12 -0.289
C 11.81758 1.98211 -1.75268 -0.02 -0.10 0.00 -0.593
H 10.06759 4.36454 -6.23243 0.01 0.03 0.02 0.245
H 11.30753 3.15501 -5.82325 0.01 -0.01 0.03 0.253
H 9.68649 3.06794 -5.08472 -0.02 0.02 0.02 0.214
H 10.08355 6.56325 -2.06888 0.00 -0.02 0.01 0.325
H 11.49415 7.01902 -3.06293 -0.01 -0.03 -0.02 0.259
H 11.60162 7.05344 -1.28827 0.02 -0.04 0.01 0.237
H 12.64895 1.29345 -1.87077 0.01 0.02 -0.04 0.235
H 10.88159 1.42802 -1.71158 -0.02 0.04 0.01 0.234
H 11.94809 2.55465 -0.83484 0.00 0.01 -0.01 0.303
C -6.24673 -2.55026 2.40165 -0.05 -0.06 0.07 -0.824
O -5.07091 -2.61291 1.57718 0.02 0.14 0.04 -0.176
P -5.22213 -2.21076 0.05351 0.02 -0.01 0.01 0.496
O -6.12635 -3.04458 -0.73772 -0.02 0.00 -0.01 -0.713
O -3.71429 -2.18139 -0.43895 0.04 -0.04 0.13 0.222
C -2.96111 -3.40222 -0.36742 0.03 -0.07 -0.07 -0.448
O -5.59391 -0.67838 0.12774 0.08 0.03 -0.09 -0.225
C -6.06120 -0.04596 -1.07782 -0.28 -0.05 0.05 -0.516
H -6.16048 -3.32988 3.15372 0.04 -0.01 -0.01 0.255
H -6.29762 -1.57477 2.88291 0.01 0.01 -0.03 0.265
H -7.14744 -2.71982 1.81226 0.01 -0.03 -0.02 0.401
H -3.57286 -4.25415 -0.66496 -0.02 0.01 -0.01 0.369
H -2.58967 -3.54604 0.64634 -0.02 0.01 0.01 0.246
H -2.12192 -3.30541 -1.05137 0.00 0.04 -0.01 -0.063
H -6.09723 1.01986 -0.88756 0.06 0.02 0.07 0.301
H -7.05633 -0.40971 -1.32948 0.04 -0.07 -0.02 0.330
H -5.37816 -0.24199 -1.90080 -0.01 0.01 -0.02 0.068
C 6.26495 -4.92740 0.39352 0.11 0.03 -0.02 -0.745
O 4.96972 -4.38325 0.69390 -0.05 -0.13 -0.01 -0.349
P 3.83160 -4.52329 -0.39446 0.08 -0.07 -0.05 1.188
O 4.08368 -3.84433 -1.66881 0.00 0.06 -0.03 -0.575
O 2.55086 -4.02498 0.38445 0.07 -0.03 0.19 -0.396
C 2.57478 -2.66449 0.84202 0.07 0.08 -0.23 -0.028
O 3.61768 -6.08582 -0.49303 -0.12 0.07 0.01 -0.441
C 2.81284 -6.58641 -1.57335 0.02 -0.08 -0.09 -0.600
H 7.00354 -4.30573 0.89180 -0.03 0.02 0.02 0.260
H 6.32307 -5.94568 0.77365 -0.03 0.00 -0.01 0.263
H 6.45442 -4.91934 -0.67981 -0.02 0.04 -0.01 0.342
H 3.03866 -2.02480 0.09115 -0.03 0.05 0.03 -0.160
H 3.12639 -2.59604 1.77942 -0.03 -0.04 0.01 0.437
H 1.55129 -2.34362 0.97992 -0.10 -0.09 -0.01 0.097
H 2.66220 -7.64578 -1.38782 0.02 0.00 0.04 0.254
H 3.32906 -6.44561 -2.52110 -0.01 0.06 0.00 0.259
H 1.84708 -6.08226 -1.60137 0.00 0.01 0.01 0.270
C -2.68448 -2.21965 4.48643 -0.05 -0.08 -0.01 -0.870
O -2.18779 -1.00413 5.06908 -0.01 0.02 -0.12 -0.295
P -0.64275 -0.69255 4.90286 0.01 -0.05 0.04 0.961
O 0.26461 -1.65440 5.53184 -0.01 -0.04 0.00 -0.748
O -0.53597 0.79347 5.43022 -0.17 -0.02 0.02 -0.357
C -0.90350 1.04850 6.79638 0.05 0.02 0.10 -0.717
O -0.48541 -0.54105 3.33939 0.08 0.19 -0.06 -0.071
C 0.85332 -0.49998 2.80356 -0.06 -0.11 0.22 -0.418
H -3.50272 -2.57165 5.11041 -0.01 0.03 0.01 0.348
H -3.04854 -2.01627 3.48093 -0.01 0.01 -0.02 0.317
H -1.90747 -2.98384 4.45214 0.01 0.01 0.04 0.387
H -0.54339 0.25379 7.45033 0.02 -0.01 -0.02 0.348
H -1.98632 1.13426 6.87652 0.00 -0.03 -0.02 0.253
H -0.44031 1.98775 7.08388 0.02 0.01 -0.04 0.289
H 0.79708 -0.25909 1.74972 -0.23 0.04 0.15 -0.077
H 1.31707 -1.47222 2.93486 0.06 -0.03 0.15 0.480
H 1.44655 0.25452 3.32260 -0.01 0.03 -0.05 0.246
C -9.45717 3.25184 -7.57747 0.00 0.10 -0.05 -0.731
O -8.69876 2.69275 -6.49710 -0.07 -0.13 -0.03 -0.284
P -9.47255 2.23913 -5.19471 -0.01 0.06 -0.01 0.931
O -10.18716 3.29597 -4.47512 -0.03 0.01 -0.02 -0.696
O -8.35638 1.48283 -4.37699 0.11 0.01 -0.01 -0.151
C -7.19361 2.22778 -3.96242 -0.17 0.10 -0.02 -0.044
O -10.38811 1.05899 -5.72292 0.04 -0.07 0.10 -0.339
C -11.41092 0.56504 -4.84580 -0.09 0.00 -0.02 -0.643
H -8.82512 3.98135 -8.07654 0.03 -0.01 0.02 0.251
H -9.72799 2.46070 -8.27500 -0.01 -0.02 0.02 0.258
H -10.35657 3.74737 -7.21147 0.02 0.01 0.03 0.346
H -7.47341 3.22689 -3.62702 -0.03 -0.01 0.01 0.361
H -6.49498 2.30179 -4.78908 0.02 0.02 -0.03 0.322
H -6.74358 1.68796 -3.13591 -0.03 -0.07 -0.01 -0.392
H -11.82611 -0.32260 -5.31467 0.03 0.00 -0.03 0.247
H -12.18961 1.31499 -4.71811 0.03 0.03 0.03 0.276
H -10.99338 0.29978 -3.87476 0.01 0.00 0.00 0.279
C -6.34493 -0.66260 10.73793 -0.08 -0.03 0.05 -0.667
O -5.01767 -0.34960 11.18452 0.02 0.04 -0.14 -0.326
P -3.83901 -1.31332 10.75136 -0.01 -0.02 0.02 0.897
O -3.93723 -2.69410 11.22603 -0.03 -0.02 -0.01 -0.679
O -2.55944 -0.51306 11.22316 -0.10 0.11 0.04 -0.223
C -2.41189 -0.24115 12.62480 0.08 -0.05 0.08 -0.719
O -3.80293 -1.14279 9.17969 0.12 0.03 -0.02 -0.188
C -2.99293 -2.06089 8.42469 0.00 -0.09 -0.12 -0.324
H -7.03614 -0.32544 11.50544 0.02 0.02 0.02 0.248
H -6.54432 -0.13670 9.80565 0.02 -0.01 -0.01 0.235
H -6.46689 -1.73591 10.59225 0.02 -0.01 0.03 0.340
H -2.71418 -1.10218 13.22116 0.00 -0.02 -0.02 0.347
H -3.01044 0.62758 12.89498 -0.02 -0.01 -0.02 0.272
H -1.36109 -0.03128 12.80242 0.01 0.00 -0.04 0.238
H -2.96979 -1.69890 7.40068 -0.01 0.09 0.03 -0.089
H -3.42905 -3.05805 8.45407 0.01 0.00 0.08 0.329
H -1.97640 -2.09274 8.81584 0.00 0.00 0.01 0.308
```
Forces are in eV/Å.

As for the charge: 0. The calculation puts the gap between HOMO and LUMO at 8.6068 eV. The largest force on an atom is 1.26 eV/A.

No. 4
A structure of composition C40H35EuN5O3P2STe in a non-equilibrium geometry, computed with ωB97M-V/def2-TZVPD.

```
88
Properties=species:S:1:pos:R:3:forces:R:3:mulliken_spin:R:1
Eu -1.75829 1.74658 0.25169 -1.03 0.96 -0.24 6.120
N -5.53219 2.86308 -1.69701 -0.24 -0.11 0.02 -0.001
C -4.83969 2.33558 -0.62041 0.08 -0.22 0.61 0.000
S -4.08749 3.45438 0.45669 0.13 0.25 0.08 -0.013
N -4.77499 1.04258 -0.53661 -0.76 -0.32 -0.87 0.002
N -3.85259 0.54648 0.35059 -0.43 -0.34 0.49 -0.018
C -4.17619 -0.51732 1.00299 -0.22 0.72 -0.47 -0.003
C -3.31569 -1.13712 1.96369 0.65 0.15 0.52 0.008
C -3.66909 -2.39662 2.46049 0.05 0.01 -0.14 0.005
C -2.90919 -3.05592 3.39579 -0.06 -0.19 0.08 0.000
C -1.76609 -2.42842 3.89109 -0.16 -0.12 0.02 -0.001
C -1.43039 -1.16262 3.48219 0.15 0.33 -0.14 -0.005
C -2.17249 -0.45612 2.50009 -0.42 -0.85 0.47 -0.016
O -1.83509 0.74288 2.15889 -0.08 -0.06 0.58 -0.017
H -5.93549 3.77398 -1.54331 0.09 -0.05 0.06 0.000
H -6.13449 2.20368 -2.16711 -0.02 -0.06 0.02 0.000
H -5.16069 -0.96972 0.84579 0.07 0.14 -0.14 0.000
H -4.56479 -2.86272 2.07209 -0.11 -0.06 -0.06 -0.001
H -3.20789 -4.03392 3.74999 0.06 -0.02 -0.02 0.000
H -1.14629 -2.94252 4.61589 0.02 0.04 0.06 -0.001
H -0.56969 -0.66552 3.90679 0.00 0.04 -0.05 0.000
N -2.46899 2.32478 -2.30771 -0.15 0.31 -0.15 -0.005
C -1.41539 3.14278 -2.92101 0.24 0.43 0.52 -0.003
C -0.73649 4.01058 -1.80681 -0.29 -0.19 -1.37 0.003
O -0.04219 4.95418 -2.14171 0.20 0.13 0.04 0.002
O -0.98009 3.60708 -0.62881 -0.09 0.90 0.48 -0.017
H -2.87739 1.70198 -3.00511 0.10 -0.01 0.27 0.001
H -3.21419 2.97968 -2.05321 0.17 -0.29 -0.10 0.000
H -1.79529 3.80608 -3.70891 0.16 -0.07 0.11 0.000
H -0.64419 2.49888 -3.35331 -0.06 0.12 0.06 0.001
Te 2.38901 -0.74072 -1.97881 0.28 -0.46 0.95 -0.001
C 3.93141 -1.74342 -0.87331 -0.01 0.07 -0.39 -0.001
C 3.66761 -2.90542 -0.15911 -0.21 0.11 -0.08 0.001
C 4.70901 -3.54832 0.48749 -0.22 -0.13 0.06 0.001
N 5.96331 -3.12142 0.47389 0.32 -0.16 0.19 0.000
C 6.21211 -2.01622 -0.21131 0.18 0.16 -0.13 0.000
C 5.24841 -1.30222 -0.90301 -0.18 0.03 -0.16 0.000
C 1.25331 -0.19802 -0.19601 -0.49 0.01 -1.34 -0.008
P 1.17671 1.62748 -0.19091 1.31 -0.43 0.61 -0.009
C 0.81691 1.95418 1.62659 -0.04 0.32 0.04 0.008
C 0.25371 3.17468 2.03449 0.41 -0.01 -0.17 -0.006
C 0.06121 3.43448 3.38459 0.03 0.03 0.16 -0.013
C 0.47071 2.52358 4.34229 -0.12 0.07 -0.02 0.008
C 1.05541 1.33228 3.94699 0.12 -0.09 -0.12 -0.029
C 1.19851 1.03678 2.60299 -0.10 -0.03 0.02 0.022
C 2.97801 1.98008 -0.03141 0.02 0.36 -0.20 -0.008
C 3.80331 1.12198 0.68409 -0.06 0.06 0.07 0.007
C 5.15021 1.39108 0.81789 0.08 0.05 0.09 0.000
C 5.69501 2.51358 0.21609 0.12 0.07 -0.05 0.001
C 4.88261 3.36548 -0.51301 0.14 0.14 -0.05 0.000
C 3.52581 3.10758 -0.62941 -0.14 -0.06 0.00 0.001
P -0.45399 -0.69222 -0.34761 0.97 -1.16 -0.75 -0.024
C -1.26879 -0.54142 -2.02051 -0.06 -0.02 0.20 0.010
C -0.71609 -0.06402 -3.20161 0.07 -0.02 0.20 0.005
C -1.45949 -0.05402 -4.37331 0.09 0.03 -0.11 -0.002
C -2.76829 -0.50412 -4.37341 -0.07 0.00 -0.06 0.002
C -3.34069 -0.96472 -3.19591 -0.07 -0.06 -0.08 -0.003
C -2.59639 -0.98452 -2.03621 0.22 -0.05 0.02 -0.002
C -0.28279 -2.51702 -0.35621 -0.29 -0.05 0.26 -0.006
C 0.26721 -3.10182 0.78289 -0.14 0.08 0.01 -0.004
C 0.48741 -4.46632 0.83729 -0.01 -0.06 0.09 0.001
C 0.12971 -5.27032 -0.23281 0.04 -0.11 0.01 -0.001
C -0.42459 -4.69942 -1.36471 0.04 -0.18 -0.02 0.003
C -0.61229 -3.33172 -1.43571 -0.04 0.12 0.05 -0.002
H 2.66301 -3.30162 -0.11491 0.02 -0.05 0.01 -0.001
H 4.53491 -4.46562 1.03779 -0.11 -0.05 0.04 0.000
H 7.24481 -1.68722 -0.20851 0.06 0.10 -0.04 0.000
H 5.50761 -0.40492 -1.44671 0.09 0.05 0.01 0.000
H 0.02751 3.95438 1.30799 -0.05 -0.26 0.04 -0.009
H -0.38269 4.36908 3.69549 -0.06 0.10 -0.03 -0.012
H 0.32791 2.73838 5.39219 0.01 0.03 0.07 0.044
H 1.40431 0.62858 4.69119 -0.04 -0.08 0.05 -0.011
H 1.58971 0.07548 2.29149 0.03 0.01 -0.02 -0.008
H 3.38721 0.22568 1.11559 -0.07 -0.12 0.05 -0.001
H 5.78241 0.71828 1.38029 0.03 -0.08 0.03 -0.002
H 6.75501 2.71368 0.30359 0.04 0.04 0.01 0.001
H 5.31241 4.23198 -0.99781 -0.02 0.06 -0.01 0.000
H 2.88441 3.77008 -1.19461 -0.05 0.09 -0.06 -0.001
H 0.29251 0.33028 -3.20781 -0.02 0.01 -0.05 0.001
H -1.01559 0.31528 -5.28811 0.03 0.04 -0.04 0.000
H -3.34859 -0.48652 -5.28431 -0.04 0.00 -0.11 0.000
H -4.36409 -1.30732 -3.18031 -0.12 -0.02 -0.02 0.000
H -3.03009 -1.37412 -1.12451 -0.02 0.02 -0.02 0.001
H 0.52991 -2.47292 1.62319 0.04 0.02 0.03 0.002
H 0.94141 -4.90582 1.71519 -0.02 -0.01 0.09 0.000
H 0.29001 -6.33762 -0.18771 0.01 -0.11 0.02 0.000
H -0.71199 -5.32292 -2.20051 0.04 -0.03 -0.07 0.000
H -1.01199 -2.90742 -2.34471 -0.01 0.00 0.01 0.000
```
Forces are in eV/Å.

As for the charge: -1. The expectation value of S² is 12.02. The spin multiplicity is 7. The calculation puts the gap between HOMO and LUMO (spin up / spin down) at 6.8993 / 6.9084 eV. The largest force on an atom is 1.69 eV/A.